(1)
50
Properties=species:S:1:pos:R:3 method="wB97M-V/def2-TZVPD" lumo_ev=1.739 gap_ev=3.50 charge=-1
K -1.1517 -0.6122 0.9893
S -3.2886 0.1666 3.5838
O -1.9690 0.5938 3.3257
O -4.2356 1.2095 3.9063
O -3.6958 -0.7825 2.5868
O -3.2662 -0.8269 4.6167
N 1.0338 -2.2817 -0.3930
N -0.6404 2.1305 -0.3193
C -0.8904 1.8084 -1.7508
C 1.5920 -2.0910 2.0040
C -1.4939 3.1386 0.3598
C 2.3389 -1.7632 -0.8316
C -2.9782 2.7473 0.4914
C 0.8389 2.3091 -0.0687
C 0.3667 -3.0914 -1.4115
C -0.7164 3.0231 -2.6293
C 0.9959 -3.0140 0.8785
C 1.2649 1.8993 1.3934
C 3.4199 -2.8400 -1.0541
C -0.0012 -2.2402 -2.6563
H 2.6704 -2.0597 1.8487
H -1.9557 1.5824 -1.7056
H 0.0108 -3.1671 1.3192
H -0.3363 0.9667 -2.1663
H 1.5109 2.8163 1.9288
H 4.3373 -2.2525 -1.0173
H -3.4631 3.3877 1.2283
H 2.8394 -1.0642 -0.1616
H -0.6039 -2.9557 -3.2157
H 0.4455 1.4602 1.9625
H -0.5405 -3.5198 -0.9855
H 3.4065 -3.5159 -0.1991
H 1.3959 1.6906 -0.7725
H 0.7714 -1.7512 -3.2496
H -3.5799 2.9248 -0.3999
H -0.7107 -1.4686 -2.3574
H 0.3002 3.4126 -2.6828
H 1.4934 -2.5149 3.0034
H -1.1513 2.7663 -3.5953
H 1.1144 3.3479 -0.2510
H 1.5444 -3.9530 0.8039
H 1.0085 -3.9400 -1.6483
H 2.1141 1.2248 1.2841
H -1.5190 4.0784 -0.1918
H -3.0856 1.7098 0.8080
H 1.2364 -1.0752 2.1764
H -1.0358 3.1297 1.3489
H 3.3438 -3.2386 -2.0658
H 2.2474 -1.3378 -1.8310
H -1.3319 3.8327 -2.2371

(2)
53
Properties=species:S:1:pos:R:3 method="wB97M-V/def2-TZVPD" lumo_ev=-3.116 gap_ev=10.25 charge=+1
K 11.6546 6.2078 16.3588
P 15.2528 5.8920 14.6489
P 10.6404 5.9571 12.3717
O 16.7139 6.3911 14.8976
O 11.5383 6.1931 11.1273
O 11.2020 6.2938 13.6973
O 15.4202 4.3642 14.8903
O 9.3448 6.7414 11.9952
O 15.0184 6.0006 13.0979
O 14.2198 6.5883 15.4085
O 10.3411 4.4334 12.1308
C 13.1796 8.0313 11.4654
C 10.4473 2.2661 13.2079
C 8.1365 6.6201 12.8114
C 15.4980 5.6173 10.7907
C 18.5527 7.8832 14.7932
C 13.7347 2.7280 15.3687
C 17.0612 7.7891 14.8756
C 14.7273 3.6880 15.9495
C 9.7342 3.6275 13.1254
C 7.3188 7.8834 12.6048
C 15.8326 5.2013 12.1966
C 11.9096 7.5653 10.7695
H 7.5967 5.7370 12.4607
H 15.8822 6.6182 10.5601
H 14.1783 4.4068 16.5716
H 14.4178 5.6832 10.6362
H 18.9501 8.8848 14.9460
H 10.0394 1.5622 12.4894
H 18.8996 7.5245 13.8239
H 9.7337 4.0882 14.1201
H 6.3846 7.8253 13.1657
H 13.2027 9.1196 11.4615
H 8.6798 3.4869 12.8778
H 16.6248 8.3320 14.0288
H 8.3901 6.4921 13.8678
H 11.0750 8.2308 10.9938
H 10.3411 1.8935 14.2254
H 13.1547 3.2618 14.6119
H 19.0094 7.2564 15.5632
H 16.8883 5.3830 12.4032
H 15.6289 4.1366 12.3044
H 11.5002 2.4154 12.9740
H 14.1837 1.8379 14.9387
H 13.0099 2.4166 16.1281
H 14.0619 7.6737 10.9385
H 15.9092 4.9797 10.0092
H 7.9052 8.7250 12.9685
H 12.0381 7.5525 9.6900
H 15.4407 3.2451 16.6423
H 13.1811 7.6646 12.4923
H 16.6360 8.2503 15.7684
H 7.0548 8.0065 11.5582

(3)
49
Properties=species:S:1:pos:R:3 method="wB97M-V/def2-TZVPD" lumo_ev=-16.022 gap_ev=3.68 charge=+3
Tl 10.6802 18.3141 -18.0349
O 12.4747 16.2231 -18.6752
O 10.0342 21.0439 -18.7636
O 10.4053 18.8270 -20.9246
O 12.7203 18.2106 -15.9469
N 11.9845 20.7414 -16.7558
N 13.0710 18.9498 -19.6642
C 9.2634 18.6291 -21.7599
C 11.5202 19.2801 -21.6385
C 13.1362 16.9464 -15.3768
C 13.3144 20.5370 -16.2023
C 13.4342 19.2773 -15.3536
C 11.9426 21.9262 -17.5955
C 12.5095 19.8524 -20.6695
C 8.6458 21.2279 -19.1325
C 13.6265 17.6749 -20.0998
C 13.7604 16.7146 -18.9021
C 12.4178 14.8529 -18.2171
C 10.5638 22.2343 -18.1894
H 14.4884 18.9825 -15.3152
H 13.0933 19.4763 -14.3293
H 14.1155 17.2503 -18.0146
H 11.9183 18.4672 -22.2615
H 11.3557 20.9360 -15.9689
H 14.4827 15.9395 -19.1630
H 9.5331 18.0133 -22.6215
H 12.6714 21.8613 -18.4068
H 12.6617 14.6753 -17.1725
H 13.8623 19.4367 -19.2322
H 14.1919 16.7715 -15.6074
H 8.7974 19.5620 -22.0944
H 13.5556 21.3929 -15.5494
H 14.6140 17.8515 -20.5563
H 12.9725 16.9221 -14.3012
H 14.0948 20.5490 -16.9696
H 11.4179 14.4797 -18.4417
H 11.2476 20.0863 -22.3299
H 13.0504 14.2257 -18.8524
H 7.9990 21.1368 -18.2532
H 8.4876 22.1976 -19.5976
H 12.2211 22.8120 -16.9976
H 11.9866 20.6712 -20.1768
H 8.5146 18.1042 -21.1666
H 12.9722 17.2326 -20.8474
H 12.5743 16.1739 -15.8891
H 8.3841 20.3927 -19.7797
H 9.8778 22.6261 -17.4302
H 10.7216 22.9933 -18.9647
H 13.3413 20.2728 -21.2613

(4)
50
Properties=species:S:1:pos:R:3 method="wB97M-V/def2-TZVPD" lumo_ev=-3.166 gap_ev=9.80 charge=+1
S -4.1797 -0.1332 1.7921
O -5.2070 -0.7409 2.5765
O 1.6637 2.9350 1.0231
O -2.7968 -0.8145 2.2424
O -3.9570 1.2725 1.7833
N 1.0928 -1.4130 -3.5340
N -1.2949 -1.3826 -3.1098
N 0.1505 0.1230 -2.1146
C 2.4970 4.7666 2.4131
C -2.1536 -1.7056 -0.7269
C 2.6927 3.9231 1.1721
C -4.3425 -0.6552 0.0857
C 2.1774 0.1067 -0.5818
C 2.1654 -1.5237 1.3723
C 2.7520 -0.4552 2.3070
C -0.0114 -0.8938 -2.9076
C -1.7854 -2.3488 -2.0702
C 1.4361 0.7471 -1.7775
C 1.3876 -0.9470 0.1865
C -3.6104 -1.9467 -0.2730
H -3.5887 -2.5930 0.6048
H -1.0528 -3.1500 -1.9353
H 3.6253 3.3617 1.2279
H -4.1885 -2.4881 -1.0221
H 2.6499 -0.7614 3.3476
H -1.9844 -0.6312 -0.7741
H -2.6665 -2.8045 -2.5174
H 0.4293 -0.5402 0.5259
H 1.1431 -1.7770 -0.4928
H 2.9528 -2.1758 0.9881
H 1.4856 -2.1607 1.9407
H 0.8614 -2.1279 -4.2122
H 2.2381 0.5017 2.2039
H 2.0434 0.7414 -2.6813
H -3.0063 -1.4969 2.8940
H 3.8175 -0.3046 2.1355
H 1.5566 5.3198 2.3633
H 3.1080 -0.3313 -0.9540
H 2.7336 4.5542 0.2791
H -1.3194 -1.8602 -4.0049
H -1.4872 -2.1019 0.0372
H 1.8023 -1.7744 -2.9039
H -0.6861 0.4985 -1.6947
H 0.8215 3.3996 0.9766
H 3.3066 5.4892 2.5176
H 2.4481 0.9293 0.0751
H 1.2073 1.7868 -1.5510
H 2.4735 4.1379 3.3031
H -3.9822 0.1998 -0.4841
H -5.4185 -0.7547 -0.0515

(5)
50
Properties=species:S:1:pos:R:3 method="wB97M-V/def2-TZVPD" lumo_ev=5.132 gap_ev=4.20 charge=-2
Pd -0.2512 -0.7954 -0.2700
Si 1.3320 3.4676 -0.5703
O -2.5971 1.7644 -0.1203
O -1.9688 -3.6595 -0.6853
N 2.6531 -0.9934 -0.6882
N -2.0848 -2.3328 -0.5439
N -2.4150 0.4561 -0.1944
N 0.8404 -3.7519 -0.2605
C -4.8407 0.2138 -0.2169
C 0.3112 1.9889 -0.9250
C 1.8733 -1.5239 1.6444
C 3.1862 3.1669 -0.6772
C -4.4871 -2.6846 -0.4121
C 0.9587 4.1169 1.1527
C 2.0764 -3.0418 1.7485
C 0.9099 -3.8484 1.1829
C 2.8551 -0.7831 0.7443
C -3.2588 -1.8121 -0.4083
C 0.9515 4.8663 -1.7816
C -3.4390 -0.3362 -0.2613
H 0.8376 -1.3140 1.2499
H -0.7408 2.2129 -0.7013
H 2.2129 -3.3159 2.8031
H 1.3423 -4.5104 -0.7054
H 2.8346 -1.9740 -0.8929
H -0.1214 5.0773 -1.7839
H -0.0190 -3.4362 1.5860
H -4.1568 -3.7141 -0.5382
H 1.2376 4.5908 -2.8007
H 0.5610 1.1478 -0.2393
H -5.1717 -2.4161 -1.2253
H 3.7417 4.0989 -0.5306
H -4.7581 1.2911 -0.0777
H 1.9115 -1.0817 2.6461
H 2.7583 0.2895 0.9400
H 0.4028 1.6330 -1.9524
H 3.4574 2.7478 -1.6497
H 0.9790 -4.8872 1.5475
H -5.3939 0.0132 -1.1437
H 3.5085 2.4494 0.0810
H 1.4833 5.7848 -1.5137
H 2.9963 -3.3505 1.2308
H 1.3603 3.4481 1.9180
H 1.6127 -0.9504 -0.8445
H 3.8866 -1.0604 1.0045
H -0.1244 4.1585 1.2958
H -5.4251 -0.2214 0.6029
H -5.0528 -2.5938 0.5230
H 1.3795 5.1148 1.3107
H -0.1451 -3.7096 -0.5978

(6)
54
Properties=species:S:1:pos:R:3 method="wB97M-V/def2-TZVPD" smiles="CCC(=O)OCC[C@H]1C[C@@H](CCOC=O)OC1=O.O.O.O.O.O.O" lumo_ev=-0.139 gap_ev=10.24
O 2.7285 -1.3039 -1.7230
O 2.6569 4.9976 0.7300
O -4.5112 -2.9990 -0.8261
O 1.1088 6.8323 1.0627
O -0.3661 -4.7318 1.9457
O -0.8205 6.6614 -1.0587
O -2.3400 -2.5787 0.2667
O 1.7856 1.0798 -1.5493
O 1.2359 -1.1749 3.2635
O 2.5933 5.9397 -2.4419
O 5.9023 -1.9745 -1.8175
O -3.2480 0.6832 0.1272
C 0.1876 -0.6730 -0.9600
C -0.0371 -2.2827 -0.7425
C 1.7564 -0.4188 -1.4791
C 2.2377 6.3934 0.4813
C -3.5993 -3.3361 0.1193
C 1.0492 1.5638 -0.3602
C 1.5474 4.0572 0.3663
C -3.8652 -4.5768 1.1985
C -1.5969 -2.7043 -1.0239
C 2.1305 2.4921 0.4502
C 0.3078 0.3070 0.3857
C -4.6608 -5.8210 0.4276
H 0.1432 2.2267 -0.6931
H -0.4763 -0.0973 -1.7432
H 5.7739 -2.1694 -0.8771
H 0.6541 4.2176 1.1320
H -1.6445 -3.8140 -1.4587
H -4.5406 -4.2663 2.1030
H -2.1215 -2.0328 -1.8495
H 0.8974 -0.3770 1.1301
H 3.4337 5.5342 -2.1805
H -0.5085 6.3593 -1.9249
H -5.2269 -6.4202 1.2836
H -5.3897 -5.4470 -0.4168
H 2.7446 6.2227 -3.3563
H -0.0488 7.1025 -0.6728
H 2.8378 7.1663 -0.1778
H 5.0142 -1.7502 -2.1335
H 2.0156 -1.6850 3.5295
H -2.8553 -5.0411 1.6025
H 1.1641 4.2741 -0.7291
H -3.4290 0.6937 1.0791
H -0.0198 -3.9429 2.3891
H 0.7526 -1.0370 4.0920
H -0.6706 0.7843 0.8147
H 0.2305 -5.4407 2.2296
H 3.1852 2.5167 -0.1077
H -3.5978 -0.1709 -0.1681
H -3.8142 -6.5073 -0.0240
H 2.3137 2.1740 1.5611
H 0.3874 -2.6668 0.2989
H 0.6126 -2.8383 -1.5746

(7)
61
Properties=species:S:1:pos:R:3 method="wB97M-V/def2-TZVPD" lumo_ev=-0.139 gap_ev=8.14
S 4.4847 -2.8722 -1.0621
S 1.4868 1.0815 0.0958
S -3.4301 2.8846 4.7813
O -2.9190 1.1738 -4.5741
O 1.0973 -0.1361 -0.5665
O -2.4584 1.8237 4.7429
O 3.9089 -2.9289 -2.3797
O -4.5716 2.5878 3.6838
O 2.7712 1.2241 0.7230
O 5.8928 -3.0642 -0.8507
O -1.0629 0.7891 -6.0800
O 3.6721 -3.8780 -0.0977
O -4.0545 3.2913 6.0079
O -0.7810 2.3513 -4.2109
O 0.3421 1.4908 1.1497
C -2.7414 4.3157 4.0055
C 4.8369 -6.0195 -0.2753
C 1.7776 -0.0954 -4.3996
C -5.2603 1.3329 3.7428
C 0.9910 0.4243 3.2505
C -6.2811 1.2980 4.8650
C 3.5494 -5.2469 -0.4957
C 3.9932 -1.3660 -0.2812
C 1.3435 0.9977 -5.1880
C 1.2581 2.4328 -1.0207
C -0.0422 0.5306 2.1449
C -2.2308 -1.3620 -4.9689
B -2.0713 0.2053 -5.2318
B -0.1934 1.4327 -5.1313
B -2.0103 1.8332 -3.6763
H -5.7720 1.2142 2.7867
H -6.8737 0.3829 4.8169
H 2.9237 -1.2380 -0.4060
H -4.5468 0.5095 3.8318
H 0.2724 2.3551 -1.4752
H 1.2204 1.4103 3.6587
H -2.2966 4.0247 3.0563
H 2.7597 -5.6801 0.1201
H 2.1575 -1.0387 -4.8466
H -6.9495 2.1589 4.8039
H -5.7960 1.3342 5.8409
H 5.1900 -5.8942 0.7500
H 1.9260 0.0034 2.8779
H -1.9798 4.7175 4.6719
H 1.3614 3.3646 -0.4686
H 4.5299 -0.5508 -0.7637
H -1.4273 -1.6401 -4.2243
H 2.0315 2.3651 -1.7851
H 4.6859 -7.0824 -0.4727
H 1.7923 0.0220 -3.2786
H -2.1020 -2.0062 -5.8665
H -3.5314 5.0493 3.8582
H 0.6285 -0.2184 4.0540
H -3.2013 -1.5231 -4.4438
H 3.2212 -5.3141 -1.5362
H 4.2609 -1.4128 0.7723
H -2.2941 1.8736 -2.5323
H 5.6284 -5.6634 -0.9355
H -0.2323 -0.4437 1.6868
H 2.1011 1.5124 -5.8247
H -0.9853 0.8763 2.5710

(8)
47
Properties=species:S:1:pos:R:3 method="wB97M-V/def2-TZVPD" lumo_ev=2.998 gap_ev=8.31 charge=-1
In 2.6595 3.0833 0.2413
O 3.4366 2.2991 -1.5758
O 1.6513 2.6062 -2.6152
N 2.3884 1.7264 -2.1986
C -4.0368 0.7543 -0.8747
C -2.6182 0.7124 -0.2985
C 3.0778 -2.3815 0.1676
C 2.2199 -3.5186 2.3206
C -4.6880 2.1376 -0.8869
C 3.3401 -3.0106 3.2191
C -1.3903 1.2618 -2.4611
C 0.7609 -1.6559 -0.5989
C 2.0253 -1.2730 0.1587
C 2.6472 -3.6781 0.8602
C -4.8722 2.7245 0.5067
C -1.6080 1.6252 -0.9982
H -4.6669 0.0692 -0.2940
H 0.0529 -0.8237 -0.5967
H -2.3104 1.3593 -3.0451
H -0.6509 1.5512 -0.4737
H 0.9905 -1.9007 -1.6398
H 2.9934 -2.9379 4.2528
H -3.9167 2.8674 1.0144
H -5.4965 2.0721 1.1238
H 3.3547 -2.6179 -0.8664
H -4.0288 0.3593 -1.8957
H 1.8872 -4.4930 2.6935
H 1.7675 -0.9787 1.1801
H 0.2604 -2.5152 -0.1451
H -5.6721 2.0540 -1.3634
H 3.4780 -4.3917 0.8093
H 3.3331 4.7487 0.3948
H 2.4596 -0.3863 -0.3143
H -2.2556 -0.3207 -0.3457
H 4.1952 -3.6922 3.1964
H -0.6449 1.9227 -2.9066
H 3.2177 1.9830 1.5466
H -1.0304 0.2332 -2.5563
H -5.3617 3.7003 0.4454
H 3.9880 -1.9990 0.6402
H 1.3571 -2.8502 2.3958
H -4.1077 2.8295 -1.5036
H 0.8708 3.2590 0.2248
H -2.6471 0.9700 0.7655
H -1.9187 2.6713 -0.9215
H 3.6836 -2.0191 2.9169
H 1.8251 -4.1370 0.3012

(9)
51
Properties=species:S:1:pos:R:3 method="wB97M-V/def2-TZVPD" smiles=COCCNCCOC.COCCNCCOC.O lumo_ev=0.798 gap_ev=9.12
O -1.4129 -2.8872 -0.1714
O 1.1182 2.5802 -2.1645
O -0.4954 3.9353 0.1062
O 0.0482 -0.4302 2.8727
O 2.2070 0.1203 -0.9557
N 0.3962 -1.6759 -2.2894
N -1.6840 1.3818 1.5972
C -1.3033 -0.7431 2.6299
C 0.9199 -0.8572 1.8399
C 1.6359 -1.1477 -2.8738
C 0.2764 5.0401 0.5005
C 2.7208 -0.8692 -1.8534
C -2.2143 2.2625 0.5406
C -1.6822 3.6687 0.7749
C 0.5639 -2.8740 -1.5087
C -2.6583 -3.5107 0.1224
C -0.6896 -3.6085 -1.1488
C 3.0779 0.3299 0.1099
C -1.9816 -0.0194 1.4754
H -3.0554 -0.1942 1.5834
H -3.1055 -2.9466 0.9345
H 0.0057 -1.0205 -1.6109
H 1.3411 -0.2637 -3.4388
H -1.5065 -1.8177 2.7195
H 3.1260 -1.6798 -1.2438
H 1.9128 -0.5542 2.1864
H 1.3211 4.7523 0.3820
H 0.7760 -0.3726 0.8678
H 4.0910 0.6192 -0.1911
H -1.9341 1.9171 -0.4591
H 0.8830 -1.9456 1.7402
H 1.7402 1.8740 -1.9306
H -1.2658 -3.7163 -2.0833
H 0.8041 2.9097 -1.3128
H 3.2209 -0.5584 0.7481
H 1.1084 -2.6805 -0.5631
H -2.4607 -4.5544 0.3948
H 1.8609 -1.8624 -3.6682
H -3.2885 2.2819 0.7160
H -0.7605 1.6611 1.8815
H -2.5136 4.3732 0.6077
H 1.1409 -3.6140 -2.0885
H -0.4724 -4.6215 -0.7883
H -1.8337 -0.3832 3.5226
H 2.6915 1.0518 0.8303
H 0.0960 5.3230 1.5413
H 0.1034 5.9118 -0.1352
H -1.6453 -0.4025 0.4994
H 3.6004 -0.4357 -2.3484
H -1.5175 3.7740 1.8619
H -3.3071 -3.5210 -0.7592

Energy above the lowest of the compared OMol25 structures with the same formula, charge and spin across the listed records, respectively: 286.21, 0.00, 135.67, 0.00, 17.03, 469.11, 90.75, 36.02, 8.59 kJ/mol.
E_tot across the listed records, respectively: -51260.179, -64215.331, -28758.947, -36419.722, -34339.376, -37492.345, -72053.619, -23703.630, -26177.520 eV.
Strongest force on any atom across the listed records, respectively: 7.7, 1.3, 2.0, 0.8, 0.9, 8.8, 3.1, 3.0, 1.9 eV Å⁻¹.